Density functional theory data (the ωB97M-V functional and the def2-TZVPD basis) for a structure of composition C19H26I2N2O3RuSi.

Structure (XYZ):
```
54
C19H26I2N2O3RuSi, DFT the ωB97M-V functional and the def2-TZVPD basis
I 5.389 4.388 -2.764
I 4.396 -1.510 -2.679
Ru -0.138 -0.532 -0.715
Si -0.188 -0.339 2.625
O -0.833 -0.142 1.160
O 1.884 -0.494 -1.086
O 0.300 -3.511 -0.596
N -0.167 1.671 -0.975
N -2.156 -0.103 -1.165
C 4.215 2.763 -2.177
C -2.529 1.159 -0.883
C 2.256 1.905 -1.055
C -1.441 0.264 3.890
C 1.632 -3.473 -1.128
C -4.795 0.690 -1.487
C -3.074 -0.943 -1.651
C -3.839 1.581 -1.032
C -0.396 -2.414 -0.384
C -1.448 2.087 -0.403
C 1.398 0.657 2.865
C 3.796 0.411 -2.128
C 1.011 2.198 -0.270
C 2.601 0.571 -1.396
C 4.590 1.475 -2.516
C 3.053 2.968 -1.454
C 0.244 -2.132 3.008
C -4.400 -0.594 -1.821
C -1.673 -2.889 0.275
H -0.113 1.930 -1.957
H -2.243 -2.063 0.688
H -1.554 1.350 3.851
H -2.273 -3.435 -0.458
H 1.216 1.733 2.789
H 2.263 -4.025 -0.434
H -0.630 -2.776 2.914
H -2.716 -1.927 -1.914
H -4.098 2.604 -0.793
H -1.687 3.132 -0.623
H -5.826 0.999 -1.599
H 1.012 -2.504 2.323
H -1.139 -0.001 4.906
H 2.153 0.386 2.122
H -5.101 -1.320 -2.207
H 0.626 -2.244 4.026
H -1.424 -3.599 1.061
H -1.374 1.953 0.677
H -2.422 -0.180 3.704
H 1.830 0.472 3.852
H 0.922 3.275 -0.095
H 5.494 1.294 -3.080
H 1.981 -2.456 -1.239
H 1.626 -3.983 -2.091
H 1.033 1.701 0.699
H 2.757 3.973 -1.182
```

Output
Multiplicity: 1
Gap between HOMO and LUMO (alpha / beta): 7.426 / 7.426 eV
Relative energy (zero: lowest compared OMol25 entry of this formula, charge and spin): 43.09 kJ/mol

***

Density functional theory data (the ωB97M-V functional and the def2-TZVPD basis) for a structure of composition C2H40O20Y in a non-equilibrium geometry.

Structure (XYZ):
```
63
C2H40O20Y, DFT the ωB97M-V functional and the def2-TZVPD basis
Y -1.980 1.667 1.322
O -1.983 -2.753 -0.240
O -4.114 0.774 1.313
O 0.892 0.030 3.955
O 2.782 1.768 2.039
O -0.211 -2.510 3.195
O -1.624 0.276 -0.285
O 0.501 1.625 -4.765
O 2.675 1.374 -0.724
O 2.376 -1.753 2.550
O -0.196 -0.821 -3.978
O -1.634 2.327 -2.714
O 0.756 -3.595 0.127
O 4.478 -1.583 0.174
O -1.741 -0.367 2.499
O -0.178 2.246 2.766
O -3.124 2.633 -0.544
O -0.144 2.572 -0.017
O -3.428 0.039 -2.222
O 2.344 -0.876 -2.523
O 1.756 -1.062 0.012
C -0.372 -0.268 -0.787
C 0.535 -0.428 0.448
H 1.125 -2.721 0.174
H -4.543 0.647 2.181
H 2.856 1.446 -1.624
H -0.372 3.334 -0.512
H 2.165 -1.490 1.617
H -2.615 2.740 -1.388
H -2.712 0.182 -1.664
H 4.916 -0.728 0.065
H 0.246 3.097 2.814
H 1.020 -0.299 4.844
H -0.590 -1.198 -1.315
H 0.181 0.374 -1.405
H -3.956 3.041 -0.741
H 3.541 2.313 1.895
H 3.562 -1.299 0.301
H 0.297 2.067 -0.686
H -4.856 0.883 0.712
H 0.136 0.852 -4.304
H 0.597 0.498 1.103
H 0.606 -1.098 -3.555
H 1.271 -0.638 3.453
H -0.802 -0.985 -3.246
H 2.159 -1.189 -1.611
H -1.564 -1.945 -0.532
H -0.275 -3.481 3.405
H -3.237 -0.807 -2.649
H 0.153 -1.193 1.130
H 3.279 -0.697 -2.531
H -2.497 -0.974 2.483
H -0.189 -3.377 0.225
H -1.015 -0.990 2.459
H 2.955 -2.515 2.445
H -2.746 -2.275 0.086
H 2.481 1.563 1.129
H 0.679 -2.326 2.988
H -1.166 2.357 -3.519
H 0.361 1.462 -5.698
H -2.261 1.656 -2.984
H 0.237 1.878 3.528
H 2.208 0.523 -0.674
```

Output
Multiplicity: 1
Gap between HOMO and LUMO: 7.109 eV
Relative energy (zero: lowest compared OMol25 entry of this formula, charge and spin): 0.00 kJ/mol
Net charge: +1

***

Density functional theory data (the ωB97M-V functional and the def2-TZVPD basis) for a structure of composition C2H5NO in a non-equilibrium geometry.

Structure (XYZ):
```
9
C2H5NO, DFT the ωB97M-V functional and the def2-TZVPD basis
O -0.307 -0.113 1.702
N 1.066 0.936 -0.008
C 0.038 0.073 0.555
C -0.566 -0.719 -0.610
H -0.540 -0.036 -1.458
H 0.093 -1.562 -0.800
H 0.032 1.371 0.278
H -1.563 -1.093 -0.384
H 1.748 1.142 0.726
```

Output
Multiplicity: 1
Gap between HOMO and LUMO: 10.831 eV
Relative energy (zero: lowest compared OMol25 entry of this formula, charge and spin): 246.44 kJ/mol

***

Density functional theory data (the ωB97M-V functional and the def2-TZVPD basis) for a cluster of 2 separate species, H6N3OP in total in a non-equilibrium geometry.

Structure (XYZ):
```
11
H6N3OP, DFT the ωB97M-V functional and the def2-TZVPD basis
P 1.835 0.038 -0.014
O 3.220 -0.415 -0.098
N 1.169 1.433 0.119
N 0.680 -1.109 -0.052
N -2.175 0.008 -0.038
H 0.943 -2.058 -0.260
H -1.703 0.840 0.295
H -2.855 0.291 -0.729
H -0.290 -0.809 -0.113
H 1.855 2.174 0.144
H -2.679 -0.392 0.746
```

Output
Multiplicity: 1
Gap between HOMO and LUMO: 10.646 eV
Relative energy (zero: lowest compared OMol25 entry of this formula, charge and spin): 58.99 kJ/mol